Entry from OMol25: C50H74O14 in the gas phase (wB97M-V/def2-TZVPD).

Each line ends with the natural charge from an NBO analysis.
Cartesian coordinates (Å):
1 C 3.728 -4.977 0.900  -0.1920
2 C -7.892 -1.427 1.150  0.0789
3 O -2.713 2.119 0.073  -0.5458
4 H -1.098 -5.474 -0.853  0.1870
5 C -5.097 1.615 -0.074  0.0631
6 C 5.288 3.045 1.572  0.1266
7 C 1.781 0.323 0.404  -0.4638
8 O 4.721 1.739 1.507  -0.5694
9 H 4.173 -0.413 2.774  0.2289
10 H -6.527 1.999 -3.706  0.1674
11 H -1.888 3.429 -1.169  0.1745
12 H 2.441 -0.097 3.035  0.2154
13 H 1.248 -6.536 -1.610  0.1842
14 H 3.833 -0.366 0.328  0.2228
15 O -6.386 2.730 -1.773  -0.5477
16 H -8.193 -2.583 3.310  0.4837
17 C 3.093 -2.690 0.200  0.8404
18 C -2.658 2.641 -1.226  0.3814
19 H 5.164 2.090 -0.997  0.2028
20 H -9.243 -0.076 0.161  0.2198
21 H 6.561 4.902 4.233  0.2124
22 H -1.802 -1.324 -4.327  0.2139
23 H 1.585 3.450 -2.013  0.1944
24 H -7.970 -0.721 -0.903  0.2220
25 C 2.741 -7.026 -0.130  0.0535
26 H 3.257 -7.456 -1.000  0.1934
27 H -2.514 0.274 -4.053  0.2236
28 C 0.417 -0.825 -2.702  -0.1562
29 C -7.214 0.418 2.707  0.0938
30 O 3.844 -2.389 -0.702  -0.6376
31 H 5.517 -7.465 0.336  0.2173
32 H -0.951 2.541 -4.256  0.2236
33 H 4.506 -4.485 1.468  0.2051
34 H 3.367 -3.781 -1.852  0.5043
35 H -8.777 -2.946 -0.964  0.1670
36 H -7.335 0.404 4.841  0.2287
37 H 1.108 3.676 0.299  0.2312
38 C 0.060 2.121 -2.432  -0.0057
39 C 1.944 -4.649 -0.860  0.2249
40 C -0.972 -0.269 -2.647  -0.2697
41 C 0.944 2.669 -0.093  -0.4552
42 H 1.494 -7.795 1.127  0.4832
43 H 4.487 3.778 1.383  0.1815
44 O 2.456 2.263 1.696  -0.5532
45 C -7.323 0.875 0.368  0.3816
46 C -8.191 -0.358 0.099  -0.4716
47 C -1.588 -0.293 -4.051  -0.6057
48 C 7.735 2.143 -1.944  -0.3965
49 C -6.670 2.925 -3.136  -0.2456
50 C 6.661 3.219 -2.047  -0.3956
51 H 7.127 4.206 -1.987  0.1906
52 C -5.109 2.182 -1.508  0.0903
53 H -4.191 -0.287 1.796  0.2204
54 H -2.514 0.284 1.841  0.2167
55 C -7.475 1.115 4.033  -0.6194
56 C 1.600 -6.139 -0.643  0.0803
57 C -0.331 -5.066 -0.179  -0.1057
58 H -0.829 -4.635 0.695  0.2017
59 H -6.842 -1.747 1.049  0.1786
60 C -8.498 -3.411 -0.013  -0.2451
61 H -3.474 0.279 -0.476  0.1731
62 H -4.235 4.081 -1.004  0.2211
63 H 5.522 -6.610 1.887  0.2131
64 H 6.803 4.143 0.532  0.2012
65 C 5.827 3.300 2.990  -0.2833
66 O 2.606 -1.844 1.091  -0.4944
67 H -4.914 1.350 -2.203  0.1789
68 C 0.073 -2.953 -1.476  -0.1797
69 H 6.930 1.101 0.497  0.2120
70 H 4.856 3.342 4.971  0.2049
71 O -7.466 1.358 1.671  -0.5397
72 H 0.019 2.297 0.347  0.2196
73 C 4.900 -7.143 1.174  -0.6415
74 H 8.469 2.267 -2.743  0.2062
75 H -7.443 -3.704 -0.057  0.1671
76 C 0.871 2.754 -1.587  -0.1648
77 H -0.985 -2.752 -1.369  0.1909
78 H -0.915 0.121 -4.793  0.2046
79 H 5.456 5.428 2.961  0.2089
80 H 7.274 1.160 -2.060  0.1961
81 C 3.717 2.181 3.657  -0.1673
82 H 2.986 1.972 -0.270  0.1803
83 H -7.643 1.712 -0.265  0.1985
84 H 1.836 -4.057 1.226  0.2490
85 H -9.115 -4.294 0.147  0.1951
86 O -5.990 0.522 0.061  -0.5645
87 H 6.151 3.148 -3.010  0.2064
88 H -7.716 3.225 -3.187  0.1961
89 C -3.546 0.574 1.660  -0.6124
90 H 7.934 2.150 1.503  0.2024
91 H 7.121 4.989 2.566  0.2104
92 C 0.536 -4.074 -0.918  -0.0216
93 C 2.958 -0.455 0.982  0.0871
94 C 8.424 2.220 -0.586  -0.3915
95 H -5.371 2.409 0.632  0.1929
96 H 4.880 3.837 -0.996  0.2017
97 C 2.599 -4.099 0.439  -0.3782
98 O 2.220 -8.126 0.582  -0.7075
99 H 6.680 2.635 3.171  0.2150
100 C -8.098 -0.826 2.547  0.0602
101 C 0.853 -1.990 -2.214  -0.2355
102 H -3.818 1.354 2.365  0.2112
103 O 2.740 -4.512 -1.993  -0.7220
104 C 3.783 -6.281 0.678  0.0297
105 H -6.051 3.713 -3.577  0.1665
106 C 5.649 3.065 -0.916  -0.3900
107 H -9.157 -0.536 2.642  0.1620
108 H 9.177 1.433 -0.505  0.2075
109 C 6.333 3.158 0.450  -0.2243
110 H -0.852 0.956 -0.903  0.2016
111 H -6.792 1.950 4.154  0.2137
112 H 0.569 3.426 -4.053  0.2165
113 C -4.001 3.233 -1.648  -0.4601
114 C -3.681 1.093 0.236  0.0918
115 O -7.756 -1.754 3.545  -0.7204
116 H 0.906 0.154 1.036  0.2057
117 C -0.989 1.130 -1.977  0.0654
118 H 1.886 -2.254 -2.384  0.2201
119 H -6.168 0.086 2.662  0.1750
120 O 0.517 -6.106 0.270  -0.5428
121 H 0.595 1.718 -4.477  0.2120
122 C 2.121 1.813 0.390  0.1149
123 C 4.749 2.942 3.972  -0.1696
124 C 3.557 1.592 2.279  0.4958
125 H 8.936 3.182 -0.495  0.1896
126 C 0.071 2.472 -3.892  -0.6496
127 H 1.558 -0.015 -0.608  0.2477
128 H -1.605 -0.896 -2.013  0.2080
129 O -8.742 -2.559 1.078  -0.5499
130 H -3.923 3.572 -2.680  0.2212
131 C 6.270 4.746 3.197  -0.6023
132 H 2.926 1.953 4.353  0.2068
133 C 3.288 0.077 2.370  -0.4404
134 O -2.301 1.678 -2.173  -0.5680
135 H -8.495 1.491 4.053  0.2097
136 C 7.412 2.078 0.547  -0.4087
137 H 1.123 -0.207 -3.242  0.2010
138 H 4.487 -8.036 1.641  0.2353

E (eV): -81714.949
HOMO (eV): -8.4
Multiplicity: 1



Entry from OMol25: C5H8S2 in the gas phase in a non-equilibrium geometry (wB97M-V/def2-TZVPD).

Each line ends with the natural charge from an NBO analysis.
Cartesian coordinates (Å):
1 H -2.900 -0.550 0.947  0.2201
2 H -1.632 0.656 1.119  0.2305
3 H 3.559 -0.707 0.986  0.2365
4 C 0.649 0.764 -0.766  -0.2836
5 H -2.986 0.938 -0.032  0.2412
6 C -2.290 0.174 0.387  -0.6711
7 C -0.306 -0.314 -1.156  -0.3299
8 C 2.562 -0.268 0.881  -0.7295
9 S 0.321 2.345 -0.356  0.0675
10 H 2.510 0.629 1.497  0.2242
11 H 1.789 -1.001 1.184  0.2189
12 S 2.325 0.182 -0.858  0.2132
13 C -1.565 -0.522 -0.703  -0.0744
14 H -2.120 -1.342 -1.205  0.2055
15 H 0.083 -0.985 -1.927  0.2311

Structure (SMILES): C/C=C\C(=S)SC
E (eV): -26983.754
HOMO (eV): -8.4
Multiplicity: 1



Look up the HOMO of the first one. -8.4 eV